Here is a molecular structure, C21H28As2NO3STi from OMol25. Energies are from ωB97M-V with the def2-TZVPD basis set.

```
57
C21H28As2NO3STi | OMol25 | ωB97M-V with the def2-TZVPD basis set
Ti -0.3758 -0.0428 0.2258
C -0.2023 -3.8302 0.7666
As -0.5154 -2.5341 -0.6320
C -2.2422 -2.9513 -1.3893
C 0.8170 -2.8002 -1.9861
C 0.7527 -3.8992 -2.8362
C 1.7503 -4.0941 -3.7827
C 2.8062 -3.1988 -3.8830
C 2.8753 -2.0991 -3.0375
C 1.8788 -1.9047 -2.0874
As 1.9524 -0.4371 -0.8609
C 3.2139 -0.8493 0.5434
C 2.6157 1.1412 -1.7423
H -0.2674 -4.8201 0.3145
H -0.9584 -3.7301 1.5430
H 0.7924 -3.6905 1.1844
H -2.2201 -3.9824 -1.7416
H -2.4557 -2.2824 -2.2204
H -3.0038 -2.8604 -0.6165
H -0.0633 -4.6089 -2.7736
H 1.7015 -4.9487 -4.4441
H 3.5802 -3.3557 -4.6223
H 3.7056 -1.4096 -3.1294
H 4.1795 -1.0291 0.0697
H 2.9087 -1.7491 1.0747
H 3.2879 0.0029 1.2191
H 3.6077 0.9167 -2.1343
H 2.6888 1.9369 -1.0027
H 1.9568 1.4301 -2.5584
C 1.3162 -0.2651 4.3619
C 1.1298 1.0386 3.5837
C 0.1616 1.9972 4.3030
O 2.3550 1.6435 3.2577
C 0.5168 0.7523 2.2445
O 0.8403 1.3162 1.1647
O -0.4242 -0.1771 2.0856
H 1.7682 -0.0181 5.3217
H 1.9945 -0.9394 3.8382
H 0.3679 -0.7661 4.5499
H 0.5872 2.2222 5.2817
H -0.8094 1.5305 4.4668
H 0.0500 2.9282 3.7479
H 2.6695 2.1793 3.9973
S -4.0078 2.2915 -0.8719
C -2.9327 1.4111 0.0466
N -1.9695 0.7743 -0.6349
C -2.1038 0.9944 -2.0190
C -1.2981 0.4645 -3.0261
C -1.5928 0.8077 -4.3307
C -2.6710 1.6517 -4.6353
C -3.4805 2.1673 -3.6445
C -3.1791 1.8264 -2.3269
H -3.0141 1.3650 1.1255
H -0.4752 -0.2139 -2.8120
H -0.9904 0.4146 -5.1385
H -2.8758 1.8954 -5.6687
H -4.3181 2.8085 -3.8844
```

Output
Total energy: -185466.5987 eV
Relative energy (zero: lowest compared OMol25 entry of this formula, charge and spin): 0.000 eV
Highest occupied orbital energy: -18.125 eV
LUMO energy: -11.162 eV
Total charge: +3

These are the natural (NBO) partial charges, in e, on atoms 1 to 6:
1 Ti 1.77
2 C -0.91
3 As 0.96
4 C -0.91
5 C -0.40
6 C -0.18

Here is 3 unconnected molecules or ions with the total composition C21H28BNO5S3 at a distorted geometry from OMol25. Energies are from ωB97M-V with the def2-TZVPD basis set.

```
59
C21H28BNO5S3 | OMol25 | ωB97M-V with the def2-TZVPD basis set
C 2.0676 -4.9932 2.6779
B 0.9873 -5.5183 1.6210
O 0.8093 -6.9386 1.5485
C 0.0579 -4.6276 0.6739
C -1.1949 -5.2755 0.1911
C -2.1226 -4.5840 -0.6884
C -1.8377 -3.2130 -1.1408
C -0.5981 -2.5400 -0.6984
C 0.3241 -3.2596 0.2066
S 1.8212 -2.3769 0.7122
C 2.1443 -1.3003 -0.7385
C 3.5253 -0.9624 -1.0594
C 3.7790 -0.0825 -2.2000
C 2.6244 0.4154 -2.9602
C 1.2380 0.0356 -2.6414
C 0.9696 -0.8572 -1.4865
N -0.4082 -1.1801 -1.1758
H 2.5917 -5.8658 3.1698
H 1.6486 -4.3307 3.4835
H 2.8811 -4.4664 2.0911
H 0.9607 -7.2208 0.6276
H -1.4130 -6.3239 0.5235
H -3.0670 -5.0747 -1.0107
H -2.5943 -2.7185 -1.7994
H 4.3562 -1.3817 -0.4345
H 4.8373 0.1683 -2.4310
H 2.8684 1.0922 -3.8167
H 0.4335 0.4585 -3.2842
H -0.9072 -1.1342 -2.0731
O 2.8531 3.4027 -2.5994
S 1.8852 4.3409 -2.0854
O 0.9321 5.0048 -2.9411
C 1.0113 3.5669 -0.7336
C 1.8515 3.8931 0.4949
C 2.2540 5.3638 0.3455
C 2.7428 5.5622 -1.0927
H 0.9156 2.4970 -0.9182
H 0.0240 4.0276 -0.6687
H 1.2969 3.7165 1.4173
H 2.7471 3.2652 0.5130
H 1.3835 5.9998 0.5296
H 3.0236 5.6469 1.0650
H 2.5078 6.5580 -1.4655
H 3.8133 5.3760 -1.1807
O -3.3242 3.0779 2.7654
S -4.2954 2.1244 2.2867
O -5.6953 2.2244 2.6179
C -4.1270 1.9861 0.5138
C -3.0838 0.8920 0.3186
C -3.4390 -0.2069 1.3241
C -3.7119 0.4731 2.6691
H -3.8286 2.9454 0.0939
H -5.0947 1.6838 0.1099
H -3.0829 0.5178 -0.7060
H -2.0858 1.2826 0.5370
H -4.3377 -0.7317 0.9875
H -2.6417 -0.9470 1.4117
H -4.4743 -0.0543 3.2405
H -2.8019 0.5667 3.2619
```

Output
Total energy: -67139.8523 eV
Highest occupied orbital energy: -7.891 eV
LUMO energy: -0.137 eV
Total charge: 0
SMILES: CB(O)c1cccc2c1Sc1ccccc1N2.O=S1(=O)CCCC1.O=S1(=O)CCCC1

These are the natural (NBO) partial charges, in e, on atoms 1 to 6:
1 C -1.03
2 B 1.03
3 O -0.91
4 C -0.41
5 C -0.18
6 C -0.22

Here is a single C21H28Cl2N2O4S molecule at a distorted geometry from OMol25. Energies are from ωB97M-V with the def2-TZVPD basis set.

```
58
C21H28Cl2N2O4S | OMol25 | ωB97M-V with the def2-TZVPD basis set
C -0.7838 -0.1417 3.1014
C -2.0384 0.6819 2.8397
C -1.7446 2.1843 2.8689
N -0.7749 2.5816 1.8652
C 0.0068 3.7449 2.2373
C -0.7817 5.0491 2.4358
C 0.1509 6.2143 2.7388
C -1.2899 2.6106 0.5055
C -0.7842 1.4167 -0.3144
C 0.7404 1.4313 -0.4345
N 1.2542 0.1987 -0.9835
C 1.5006 0.0388 -2.3031
O 1.3664 0.9181 -3.1323
C 1.9769 -1.3117 -2.6573
C 2.3192 -1.8356 -3.8759
C 2.6955 -3.1753 -3.6423
C 2.5675 -3.3823 -2.2959
C 2.6685 -4.6016 -1.4824
S 1.0272 -5.4532 -1.6425
O 0.7700 -6.2689 -0.4926
O 1.0141 -6.1046 -2.9150
C -0.1403 -4.0505 -1.6380
C -0.7899 -3.5904 -2.7790
Cl -0.5225 -4.3051 -4.3101
C -1.6694 -2.5139 -2.7032
C -1.9055 -1.8984 -1.4896
C -1.2532 -2.3302 -0.3479
C -0.3648 -3.3924 -0.4330
Cl 0.4862 -3.8607 0.9801
O 2.1272 -2.2550 -1.6920
H -0.0123 0.1164 2.3817
H -0.4004 0.0647 4.0978
H -0.9943 -1.2070 3.0329
H -2.4737 0.4129 1.8759
H -2.7858 0.4670 3.6067
H -2.6976 2.7313 2.7594
H -1.3282 2.4300 3.8486
H 0.7599 3.9001 1.4598
H 0.5357 3.5047 3.1652
H -1.4888 4.9259 3.2584
H -1.3563 5.2670 1.5328
H 0.7245 6.0182 3.6421
H 0.8483 6.3690 1.9183
H -0.4161 7.1306 2.8846
H -0.9684 3.5268 0.0031
H -2.3879 2.6021 0.5045
H -1.2247 1.4468 -1.3121
H -1.0852 0.4883 0.1673
H 1.0548 2.2350 -1.1037
H 1.1776 1.5850 0.5543
H 1.3103 -0.6052 -0.3786
H 2.2963 -1.3158 -4.8107
H 3.0172 -3.8948 -4.3663
H 2.8331 -4.3908 -0.4304
H 3.3976 -5.3068 -1.8686
H -2.1540 -2.1737 -3.6032
H -2.5944 -1.0704 -1.4341
H -1.4158 -1.8559 0.6064
```

Output
Total energy: -69281.1139 eV
Relative energy (zero: lowest compared OMol25 entry of this formula, charge and spin): 0.092 eV
Highest occupied orbital energy: -8.475 eV
LUMO energy: 0.157 eV
Total charge: 0
SMILES: CCCN(CCC)CCCNC(=O)c1ccc(CS(=O)(=O)c2c(Cl)cccc2Cl)o1

These are the natural (NBO) partial charges, in e, on atoms 1 to 6:
1 C -0.61
2 C -0.40
3 C -0.21
4 N -0.48
5 C -0.20
6 C -0.42

Here is 2 unconnected molecules or ions with the total composition C21H28ClFN2O4 at a distorted geometry from OMol25. Energies are from ωB97M-V with the def2-TZVPD basis set.

```
57
C21H28ClFN2O4 | OMol25 | ωB97M-V with the def2-TZVPD basis set
C -4.7158 -2.1525 -1.9933
C -3.2561 -1.7534 -1.9254
O -2.5881 -1.7845 -2.9466
N -2.6619 -1.4045 -0.7006
C -3.4631 -0.4513 0.0994
C -1.2780 -1.0456 -0.8367
C -0.8084 0.1093 -1.4731
C -1.7499 1.1398 -2.0701
C -1.3806 2.5951 -1.6681
C -1.0145 2.7415 -0.1796
Cl -1.9758 4.0804 0.6026
C 0.5409 0.3446 -1.5793
C 1.4867 -0.5295 -1.0753
C 1.0172 -1.6258 -0.4320
C -0.3382 -1.8796 -0.3117
C -0.5085 -3.1909 0.4718
O -1.4862 -3.8774 0.6459
N 0.7714 -3.3805 0.9809
C 1.0653 -4.4727 1.9038
C 1.0300 -3.9521 3.3627
C -0.4004 -3.9026 3.9023
F -0.3563 -3.5150 5.2381
C 1.7762 -2.7727 0.2384
O 2.9340 -3.0859 0.1073
H -4.9575 -2.9080 -1.2370
H -5.3925 -1.2995 -1.8862
H -4.9112 -2.6153 -2.9595
H -4.1728 -1.0370 0.6981
H -4.0717 0.2306 -0.5016
H -2.8430 0.1100 0.7968
H -2.8032 0.9408 -1.8968
H -1.6080 1.0868 -3.1580
H -2.2229 3.2453 -1.9096
H -0.5074 2.9037 -2.2477
H -1.2169 1.8593 0.4244
H 0.0190 3.0678 -0.0885
H 0.8681 1.2500 -2.0804
H 2.5515 -0.3550 -1.1784
H 2.0885 -4.8101 1.7307
H 0.3536 -5.2936 1.7983
H 1.4960 -2.9697 3.4585
H 1.5608 -4.7039 3.9597
H -0.9547 -3.1201 3.3726
H -0.8837 -4.8773 3.8071
C 4.3422 3.5423 0.1764
C 3.9571 5.0126 0.0749
C 2.7207 4.9516 -0.8078
O 2.0896 3.6918 -0.5420
C 2.9812 2.8661 0.2196
H 4.9591 3.3078 1.0425
H 4.8847 3.2371 -0.7218
H 3.6936 5.3964 1.0634
H 4.7412 5.6457 -0.3375
H 2.9879 4.9802 -1.8693
H 2.0173 5.7599 -0.6056
H 2.5988 2.8087 1.2444
H 2.9951 1.8606 -0.2011
```

Output
Total energy: -48641.8959 eV
Relative energy (zero: lowest compared OMol25 entry of this formula, charge and spin): 0.708 eV
Highest occupied orbital energy: -9.523 eV
LUMO energy: -0.166 eV
Total charge: 0
SMILES: CC(=O)N(C)c1c(CCCCl)ccc2c1C(=O)N(CCCF)C2=O.C1CCOC1

These are the natural (NBO) partial charges, in e, on atoms 1 to 6:
1 C -0.72
2 C 0.70
3 O -0.59
4 N -0.48
5 C -0.42
6 C 0.16

Here is a molecular structure, C21H28EuN9O6S at a distorted geometry from OMol25. Energies are from ωB97M-V with the def2-TZVPD basis set.

```
66
C21H28EuN9O6S | OMol25 | ωB97M-V with the def2-TZVPD basis set
Eu 1.8495 -0.5281 0.5012
C -0.2638 -4.3894 2.4541
C 0.3408 -3.3679 1.5367
N 0.7515 -2.2282 2.0028
N 0.5687 -2.0448 3.3250
C 1.2238 -1.0629 3.9214
N 0.8611 -0.8613 5.2222
S 2.4721 -0.0642 3.3102
C 0.5169 -3.6113 0.1057
C 0.0534 -4.7639 -0.5331
C 0.3455 -4.9712 -1.8684
C 1.0855 -4.0251 -2.5581
C 1.4685 -2.8840 -1.8740
N 1.1894 -2.6770 -0.5926
H 0.3508 -4.4439 3.3507
H -0.3379 -5.3733 2.0021
H -1.2557 -4.0591 2.7717
H 0.3569 -1.6063 5.6761
H 1.5107 -0.3351 5.7795
H -0.5266 -5.4986 0.0034
H 0.0098 -5.8740 -2.3612
H 1.3571 -4.1612 -3.5942
H 2.0480 -2.1073 -2.3602
O -0.4775 0.2448 -3.2800
C -0.2094 -0.0512 -2.1019
O 0.8499 0.2328 -1.4858
C -1.2961 -0.7539 -1.2954
C -2.4531 -1.1948 -1.9247
C -3.4348 -1.8040 -1.1628
C -3.2305 -1.9232 0.2039
C -2.0495 -1.4375 0.7443
N -1.0904 -0.8706 0.0175
H -2.5413 -1.0550 -2.9921
H -4.3412 -2.1795 -1.6188
H -3.9730 -2.3854 0.8395
H -1.8631 -1.4974 1.8128
N 0.1618 1.2600 1.6199
C 0.1974 2.4202 0.7135
C -0.4902 3.6342 1.3913
C -0.7640 4.9815 0.6733
C -1.3645 4.9468 -0.7375
N -0.3327 4.6658 -1.7122
C -0.4782 3.9287 -2.7939
N -1.6763 3.7227 -3.3635
N 0.6096 3.4772 -3.4259
C 1.7011 2.6080 0.2747
O 2.0111 3.6502 -0.3375
O 2.4732 1.6608 0.5490
H -0.7957 1.0669 1.8912
H 0.6776 1.5026 2.4645
H -0.3642 2.1379 -0.1829
H 0.0967 3.8709 2.2826
H -1.4659 3.2616 1.7210
H 0.1592 5.5599 0.6200
H -1.4649 5.5264 1.3080
H -1.8016 5.9251 -0.9568
H -2.1637 4.1968 -0.7901
H 0.6283 4.6011 -1.2962
H -2.5074 4.0529 -2.9084
H -1.7430 2.9049 -3.9589
H 1.4776 3.4757 -2.9066
H 0.4619 2.6794 -4.0332
O 3.6760 -0.8374 -0.9034
C 4.2397 -1.5292 -0.0190
O 3.6634 -1.9652 0.9992
H 5.3115 -1.7734 -0.1599
```

Output
Total energy: -78098.0922 eV
Relative energy (zero: lowest compared OMol25 entry of this formula, charge and spin): 0.000 eV
Expectation value of S²: 12.009
Highest occupied orbital energy (alpha / beta): -7.184 / -7.190 eV
Multiplicity: 7
LUMO energy (alpha / beta): 0.058 / 0.057 eV
Total charge: 0

These are the natural (NBO) partial charges, in e, on atoms 1 to 6:
1 Eu 1.70
2 C -0.67
3 C 0.20
4 N -0.25
5 N -0.49
6 C 0.29

Here is a molecular structure, C21H28FeN3O2 at a distorted geometry from OMol25. Energies are from ωB97M-V with the def2-TZVPD basis set.

```
55
C21H28FeN3O2 | OMol25 | ωB97M-V with the def2-TZVPD basis set
O -0.8909 -0.7731 -3.8535
C 0.5381 -0.4797 -4.1592
C 0.1564 0.7870 -4.9592
H 0.9951 -1.2852 -4.7418
H 1.1573 -0.2678 -3.2673
C -1.2080 0.6462 -4.2029
H -0.0992 0.6137 -5.9869
H 0.8358 1.6430 -4.8184
C -2.5259 0.5812 -4.9867
H -2.5931 -0.3496 -5.5873
H -2.5714 1.4575 -5.6656
H -3.3966 0.5729 -4.2971
C -1.0270 1.7999 -3.2079
H 0.0409 1.9331 -2.9160
H -1.5720 1.7327 -2.2625
H -1.3439 2.7521 -3.7100
Fe 0.4243 0.2907 0.8011
C 1.1563 2.0487 1.5832
C 2.1796 1.0366 1.5949
C 2.4065 0.6178 0.2374
H 2.7562 0.7213 2.4605
C 1.5008 1.3367 -0.6117
C 0.7294 2.2278 0.2265
H 0.0383 2.9928 -0.1157
H 0.8292 2.6538 2.4249
H 3.1983 -0.0473 -0.0980
H 1.4868 1.3116 -1.6971
C -2.0114 -0.6326 1.8912
C -1.7097 0.6641 1.3653
C -1.4743 0.5013 -0.0622
H -1.8124 1.6219 1.8839
C -1.5272 -0.9115 -0.3620
C -1.9206 -1.5826 0.8322
H -2.1467 -2.6468 0.9000
H -2.2538 -0.8199 2.9370
H -1.4984 1.3023 -0.7891
H -1.3191 -1.3369 -1.3545
O 0.7541 -1.2962 -6.5799
C 0.2116 -0.4716 -7.6346
C 0.5692 -1.0311 -9.0096
H 0.6029 0.5616 -7.5607
H -0.8837 -0.4433 -7.5067
C 1.5429 -2.1888 -8.7061
H 1.0140 -0.2474 -9.6233
H -0.3579 -1.3591 -9.4783
C 1.4754 -2.3929 -7.1429
H 2.5687 -1.9120 -9.0037
H 1.2838 -3.1268 -9.2146
H 2.4859 -2.4318 -6.6917
H 0.9441 -3.3399 -6.9112
N 0.9028 -1.2379 1.7208
C 1.2195 -2.1432 2.3992
N 1.5432 -3.2143 3.0136
C 1.4120 -3.3293 4.3204
N 1.3196 -3.4839 5.4771
```

Output
Total energy: -65178.8673 eV
Relative energy (zero: lowest compared OMol25 entry of this formula, charge and spin): 1.361 eV
Expectation value of S²: 6.034
Highest occupied orbital energy (alpha / beta): -3.091 / -4.206 eV
Multiplicity: 5
LUMO energy (alpha / beta): 2.141 / 2.141 eV
Total charge: -1

These are the natural (NBO) partial charges, in e, on atoms 1 to 6:
1 O -0.55
2 C -0.06
3 C -0.45
4 H 0.21
5 H 0.17
6 C 0.27